Entry 1:
{"formula": "C2H3Cl2NO2", "method": "ωB97M-V with the def2-TZVPD basis set", "smiles": "O=NC(Cl)(Cl)CO", "gap_ha": 0.3364, "e_homo_ev": -9.9, "species": ["C", "C", "N", "O", "O", "Cl", "Cl", "H", "H", "H"], "xyz": [[0.74, -0.05, 0.12], [-0.78, -0.11, 0.15], [-1.39, 1.20, 0.10], [-0.63, 2.15, -0.02], [1.34, -1.30, 0.09], [-1.59, -0.77, 1.58], [-1.53, -0.71, -1.37], [1.23, 0.51, -0.73], [1.05, 0.52, 0.95], [1.56, -1.42, -0.89]]}


Entry 2:
{"formula": "C2H3Cl2NO6", "method": "ωB97M-V with the def2-TZVPD basis set", "gap_ha": [0.3446, 0.2337], "e_homo_ev": [-10.9, -11.1], "species": ["N", "O", "O", "O", "C", "C", "O", "O", "Cl", "O", "Cl", "H", "H", "H"], "xyz": [[1.22, -3.01, -2.86], [1.17, -4.12, -2.27], [0.36, -2.12, -2.61], [2.14, -2.79, -3.70], [-1.30, 0.84, 1.32], [0.07, 1.49, 1.10], [0.82, 0.33, 0.68], [1.94, 0.72, 0.06], [0.79, 2.30, 2.51], [-2.28, 1.78, 1.59], [-1.23, -0.43, 2.59], [-1.49, 0.28, 0.38], [-0.03, 2.26, 0.31], [-2.20, 2.48, 0.91]]}


Entry 3:
{"formula": "C2H3Cl2NOS", "method": "ωB97M-V with the def2-TZVPD basis set", "smiles": "ClC1(Cl)CNSO1", "gap_ha": 0.3170, "e_homo_ev": -8.8, "species": ["C", "C", "N", "O", "S", "Cl", "Cl", "H", "H", "H"], "xyz": [[0.09, -0.54, 0.14], [-0.04, -1.86, 0.92], [-0.97, 0.31, 0.54], [-0.77, -1.50, 2.06], [-1.05, 0.16, 2.29], [1.56, -2.46, 1.35], [-0.93, -3.11, 0.04], [0.98, -0.27, 0.57], [0.10, -0.66, -0.90], [-0.70, 1.24, 0.35]]}


Entry 4:
{"formula": "C2H3Cl2NSi", "method": "ωB97M-V with the def2-TZVPD basis set", "gap_ha": [0.3243, 0.3446], "e_homo_ev": [-10.0, -11.4], "species": ["C", "C", "N", "Si", "Cl", "Cl", "H", "H", "H"], "xyz": [[-0.86, 1.37, -0.79], [-0.63, 0.48, 0.23], [-1.10, 2.08, -1.67], [0.40, -1.08, 0.06], [1.75, -0.85, -1.41], [-0.89, -2.57, -0.43], [-1.18, 0.66, 1.14], [1.48, 1.30, 1.54], [1.03, -1.41, 1.32]]}


Entry 5:
{"formula": "C2H3Cl3OP", "method": "ωB97M-V with the def2-TZVPD basis set", "total_charge": 1, "gap_ha": 0.2091, "e_homo_ev": -13.3, "species": ["C", "C", "O", "P", "Cl", "Cl", "Cl", "H", "H", "H"], "xyz": [[1.56, -0.46, 0.24], [2.07, 0.75, -0.29], [0.94, 0.88, 0.32], [-1.93, -0.14, -0.19], [-2.90, 1.51, 0.67], [-2.92, -0.19, -1.96], [-2.68, -1.63, 0.84], [1.11, -1.29, -0.25], [1.89, -0.92, 1.08], [2.86, 1.49, -0.48]]}


Entry 6:
{"formula": "C2H3ClF2S", "method": "ωB97M-V with the def2-TZVPD basis set", "smiles": "FC(F)(Cl)CS", "gap_ha": 0.3731, "e_homo_ev": -9.5, "species": ["C", "C", "H", "H", "H", "F", "F", "S", "Cl"], "xyz": [[-0.47, -0.46, -0.46], [0.89, -0.07, 0.26], [-1.37, 1.49, 0.36], [-0.37, -0.18, -1.55], [-0.38, -1.38, -0.45], [1.03, -0.78, 1.38], [1.95, -0.45, -0.29], [-2.01, 0.11, 0.40], [0.73, 1.71, 0.34]]}


Entry 7:
{"formula": "C2H3ClFNOS", "method": "ωB97M-V with the def2-TZVPD basis set", "gap_ha": 0.3459, "e_homo_ev": -9.0, "species": ["C", "C", "N", "O", "F", "S", "Cl", "H", "H", "H"], "xyz": [[-1.63, -2.22, -0.22], [-0.05, -0.10, -0.19], [0.10, -1.47, -0.33], [-2.53, -1.49, -0.14], [-1.59, -3.53, -0.12], [1.24, -2.46, 0.12], [1.21, -2.78, 2.13], [-0.38, 0.07, 0.87], [0.79, 0.31, -0.60], [-0.81, 0.41, -0.87]]}


Entry 8:
{"formula": "C2H3ClN", "method": "ωB97M-V with the def2-TZVPD basis set", "smiles": "[NH3+]C#CCl", "total_charge": 1, "gap_ha": 0.3958, "e_homo_ev": -15.2, "species": ["C", "C", "N", "Cl", "H", "H", "H"], "xyz": [[-1.25, -0.17, -0.93], [-2.35, -0.34, -1.43], [-0.18, 0.01, -0.04], [-3.74, -0.39, -2.32], [0.34, -0.85, 0.24], [-0.50, 0.60, 0.64], [0.55, 0.40, -0.59]]}


Entry 9:
{"formula": "C2H3ClN2", "method": "ωB97M-V with the def2-TZVPD basis set", "smiles": "[H]/N=C\\C#N.Cl", "gap_ha": 0.4178, "e_homo_ev": -11.4, "species": ["C", "C", "N", "N", "Cl", "H", "H", "H"], "xyz": [[-0.20, -1.30, -0.60], [0.41, -1.40, 0.75], [-0.64, -1.45, -1.66], [0.25, -2.11, 1.76], [-0.39, 1.86, -1.62], [1.32, -0.74, 0.87], [-0.50, 1.42, -2.88], [-0.56, -2.76, 1.67]]}


Entry 10:
{"formula": "C2H3ClN2", "method": "ωB97M-V with the def2-TZVPD basis set", "total_charge": 2, "gap_ha": [0.2794, 0.2443], "e_homo_ev": [-21.0, -20.6], "species": ["C", "C", "N", "N", "Cl", "H", "H", "H"], "xyz": [[0.16, -2.10, 0.17], [-1.05, 0.00, -0.19], [-0.49, -1.13, 0.02], [0.94, 1.62, 0.13], [-2.44, 0.69, 0.01], [0.72, -3.01, 0.35], [1.59, 1.38, -0.62], [0.57, 2.57, 0.13]]}


Entry 11:
{"formula": "C2H3ClN3O", "method": "ωB97M-V with the def2-TZVPD basis set", "total_charge": -1, "gap_ha": [0.1782, 0.1795], "e_homo_ev": [-3.8, -3.8], "species": ["C", "C", "N", "N", "N", "O", "Cl", "H", "H", "H"], "xyz": [[0.24, 0.23, 0.76], [1.03, 0.08, -0.32], [-1.13, 0.14, 0.80], [-2.82, -1.10, -0.17], [-1.89, -0.27, -0.09], [-3.89, -1.27, -0.78], [5.02, 1.65, -0.51], [0.56, 0.55, 1.77], [1.99, 0.43, -0.24], [0.88, -0.44, -1.24]]}


Entry 12:
{"formula": "C2H3ClNO3", "method": "ωB97M-V with the def2-TZVPD basis set", "smiles": "CON(Cl)C(=O)[O-]", "total_charge": -1, "gap_ha": 0.2967, "e_homo_ev": -4.4, "species": ["C", "C", "N", "O", "O", "O", "Cl", "H", "H", "H"], "xyz": [[-1.36, -1.07, 0.20], [1.36, 0.42, -0.09], [-0.91, 0.25, -0.55], [-0.57, -1.97, 0.09], [-2.49, -1.02, 0.72], [0.34, 0.26, -1.12], [-1.28, 1.71, 0.33], [1.34, -0.25, 0.78], [1.33, 1.53, 0.28], [2.24, 0.14, -0.65]]}


Entry 13:
{"formula": "C2H3ClNOP", "method": "ωB97M-V with the def2-TZVPD basis set", "smiles": "C[P@](=O)(Cl)C#N", "gap_ha": 0.4311, "e_homo_ev": -11.5, "species": ["C", "C", "N", "O", "P", "Cl", "H", "H", "H"], "xyz": [[2.46, 1.50, 0.21], [0.13, -0.12, -0.02], [2.93, 2.34, 0.81], [2.19, -0.17, -2.00], [1.86, 0.01, -0.54], [2.77, -1.33, 0.65], [-0.18, 0.89, 0.07], [-0.41, -0.72, -0.68], [0.17, -0.59, 0.99]]}


Entry 14:
{"formula": "C2H3ClNP", "method": "ωB97M-V with the def2-TZVPD basis set", "gap_ha": 0.2598, "e_homo_ev": -6.7, "species": ["C", "C", "N", "P", "Cl", "H", "H", "H"], "xyz": [[0.57, 0.20, 0.02], [1.87, 0.16, -0.22], [-0.66, 0.00, 0.24], [-2.13, 0.98, -0.07], [-3.15, -0.77, -0.11], [2.19, -0.26, -1.20], [2.48, 0.50, 0.65], [-1.16, -0.81, 0.69]]}


Entry 15:
{"formula": "C2H3ClO2", "method": "ωB97M-V with the def2-TZVPD basis set", "gap_ha": [0.3507, 0.3086], "e_homo_ev": [-9.9, -8.8], "species": ["C", "C", "O", "O", "Cl", "H", "H", "H"], "xyz": [[-0.92, 0.87, 0.38], [-0.84, -0.07, -0.50], [1.84, -1.02, 0.45], [1.09, -1.04, -0.72], [-1.70, -0.92, -1.61], [-1.80, 1.10, 0.92], [0.01, 1.22, 0.83], [2.33, -0.15, 0.24]]}


Entry 16:
{"formula": "C2H3ClO2P", "method": "ωB97M-V with the def2-TZVPD basis set", "smiles": "O=C([O-])[C@@H](P)Cl", "total_charge": -1, "gap_ha": 0.3047, "e_homo_ev": -4.5, "species": ["C", "C", "O", "O", "P", "Cl", "H", "H", "H"], "xyz": [[-0.86, 2.30, 0.72], [-0.33, 1.06, -0.54], [-0.56, 1.92, 1.81], [-1.39, 3.29, 0.28], [0.53, -0.10, 0.57], [-1.69, 0.11, -1.35], [0.52, 1.28, -1.30], [0.60, -1.29, -0.29], [-0.60, -0.77, 1.22]]}


Entry 17:
{"formula": "C2H3ClO2P", "method": "ωB97M-V with the def2-TZVPD basis set", "total_charge": -1, "gap_ha": 0.2288, "e_homo_ev": -2.5, "species": ["C", "C", "O", "O", "P", "Cl", "H", "H", "H"], "xyz": [[-2.01, 0.74, 0.07], [0.20, -0.63, -0.38], [-1.43, 1.31, 0.89], [-2.82, 0.37, -0.72], [1.44, 0.63, 0.11], [0.87, -2.39, -0.13], [-0.20, -0.35, -1.43], [2.57, -0.14, 0.16], [1.37, 0.47, 1.42]]}


Entry 18:
{"formula": "C2H3ClO2S", "method": "ωB97M-V with the def2-TZVPD basis set", "gap_ha": [0.2254, 0.2302], "e_homo_ev": [-9.2, -9.3], "species": ["C", "C", "O", "O", "S", "Cl", "H", "H", "H"], "xyz": [[-1.10, 0.79, 0.21], [0.21, 1.15, 0.02], [0.52, -2.18, -0.12], [0.75, 1.79, -0.81], [0.22, -1.35, -1.39], [1.45, 0.22, 1.20], [-1.56, 0.15, 0.98], [-1.69, 1.07, -0.67], [1.20, -1.65, 0.58]]}


Entry 19:
{"formula": "C2H3ClO2S", "method": "ωB97M-V with the def2-TZVPD basis set", "smiles": "C=C(O)Cl.O=S", "gap_ha": [0.2787, 0.2739], "e_homo_ev": [-9.0, -8.9], "species": ["C", "C", "O", "O", "S", "Cl", "H", "H", "H"], "xyz": [[0.68, -0.01, 1.25], [0.73, -0.21, -0.07], [-2.30, 0.81, -1.21], [0.53, -1.25, -0.81], [-2.59, 0.35, 0.15], [1.06, 1.22, -1.06], [0.98, 0.99, 1.69], [0.72, -0.88, 1.85], [0.20, -1.01, -1.79]]}


Entry 20:
{"formula": "C2H3ClO3P", "method": "ωB97M-V with the def2-TZVPD basis set", "total_charge": -1, "gap_ha": 0.2441, "e_homo_ev": -3.0, "species": ["C", "C", "O", "O", "O", "P", "Cl", "H", "H", "H"], "xyz": [[0.56, -0.94, -0.78], [-2.33, 2.08, -0.20], [-2.26, -0.60, -0.86], [-1.46, -0.09, 1.49], [0.52, 0.21, -0.46], [-1.76, 0.38, 0.12], [-2.48, 2.41, -1.93], [0.92, -1.38, -1.68], [0.11, -1.70, -0.05], [-1.95, 2.92, 0.49]]}


Record order is preserved below.
Energy relative to the best compared isomer or geometry (same formula, charge and spin): 87.2 2.5 50.7 97.1 72.9 43.2 54.4 17.8 37.9 131.5 101.0 20.6 0.0 43.9 157.6 80.5 106.4 82.6 58.5 82.5 kcal per mole
Record order is preserved below.
F_max: 0.06897 0.05632 0.05537 0.02780 0.06858 0.18486 0.12758 0.08834 0.06938 0.05678 0.05688 0.04802 0.06760 0.03812 0.05996 0.04860 0.05139 0.06353 0.07572 0.07849 hartree/bohr
Record order is preserved below.
Energy: -1203.5126 -1504.2206 -1526.5102 -1342.5882 -1874.8191 -1136.0449 -1166.1747 -592.5664 -647.6614 -646.6663 -777.5662 -818.6494 -1009.5853 -934.2004 -688.4330 -1030.0622 -1030.0209 -1086.7191 -1086.7575 -1105.3041 hartree